Record 1
27
Properties=species:S:1:pos:R:3:forces:R:3 method="wB97M-V/def2-TZVPD" charge=+1
C -1.867 -1.448 -1.325 -0.21 -2.06 0.83
C -2.618 1.838 2.479 -1.67 -1.55 -1.85
C 2.872 -2.206 -0.056 1.94 -1.07 1.38
C -2.395 -0.062 -0.960 -0.96 1.92 -0.52
C -1.186 1.484 2.584 0.60 -0.24 0.66
C 2.029 -1.033 -0.393 1.19 0.10 -3.64
O 3.860 1.978 -2.663 0.93 1.32 -0.86
P 3.035 0.697 -2.437 -0.96 -1.32 0.94
S -0.992 1.008 -0.423 -0.03 -0.72 1.08
S -0.713 0.150 1.502 0.34 -0.69 -1.12
S 3.116 0.490 -0.454 -0.37 0.01 -0.22
H -1.378 -1.818 -0.369 -0.60 0.03 -1.07
H -2.665 -2.248 -1.622 1.23 1.68 0.56
H -1.046 -1.504 -2.100 -1.07 0.62 0.63
H -2.860 2.753 2.913 -0.55 1.14 2.03
H -2.777 2.215 1.467 -0.07 -0.66 -0.60
H -3.376 0.967 2.630 1.44 1.68 0.16
H 3.636 -2.437 -0.778 0.47 0.41 -0.57
H 3.475 -2.047 0.932 -1.44 -0.42 -1.54
H 2.337 -3.163 -0.062 -0.40 0.46 0.61
H -3.178 0.080 -0.103 1.37 -0.94 -1.73
H -2.775 0.541 -1.856 0.26 -1.02 1.07
H -0.861 1.222 3.607 -0.08 -0.13 -0.48
H -0.518 2.241 2.219 0.01 1.00 0.33
H 1.309 -0.905 0.328 -1.79 0.96 1.49
H 1.560 -1.025 -1.455 0.42 -0.51 1.89
H 3.977 2.231 -3.606 0.01 0.01 0.54

=====

Record 2
25
Properties=species:S:1:pos:R:3:forces:R:3 method="wB97M-V/def2-TZVPD" relative_energy_ev=0.463
C 0.197 1.530 2.745 3.37 3.70 -1.33
C 1.526 -0.066 1.433 1.67 -0.71 -2.60
C -0.897 0.255 1.011 3.06 2.52 -2.68
C -1.851 -0.532 -1.781 -2.44 1.11 0.32
C 0.458 0.915 1.341 -2.52 1.37 0.71
C -0.414 -0.454 -1.515 -0.35 3.24 0.07
P 0.422 1.136 -2.007 -0.49 0.05 2.01
P 0.736 -1.736 -1.488 0.48 -2.20 -0.03
S -2.500 -1.014 -3.421 0.65 -0.37 -0.79
H -0.481 2.383 2.767 -0.59 -0.39 -0.29
H -0.036 0.827 3.458 -0.50 -1.58 1.73
H 1.191 2.124 3.028 -1.66 -1.58 -0.15
H 2.501 0.353 1.564 0.64 0.61 0.09
H 1.623 -0.748 0.555 -0.20 0.65 0.60
H 1.362 -0.639 2.252 -0.46 -2.20 2.61
H -1.614 0.865 0.525 -0.87 0.34 0.02
H -1.118 -0.697 1.325 -0.47 -2.02 0.84
H -2.348 -1.273 -1.153 0.09 0.32 0.49
H -2.407 0.522 -1.687 1.25 -2.27 0.16
H 0.807 1.773 0.720 -0.98 -0.72 -0.16
H -0.784 1.860 -1.641 0.74 0.16 -0.84
H 0.432 1.184 -3.397 -0.66 -0.14 -0.60
H 0.015 -2.655 -0.654 0.17 0.06 -0.14
H 0.168 -2.298 -2.662 0.34 -0.42 -0.18
H -1.875 -2.219 -3.558 -0.27 0.49 0.17

=====

Record 3
23
Properties=species:S:1:pos:R:3:forces:R:3 method="wB97M-V/def2-TZVPD" smiles=CC(C)C.CCS relative_energy_ev=0.000
C -0.026 -0.390 3.769 0.03 0.05 -0.11
C -0.741 -1.725 3.975 -0.08 -0.11 -0.28
C 0.200 -2.748 4.612 0.05 -0.10 -0.05
C -1.994 -1.539 4.831 -0.11 -0.02 -0.03
H 0.293 0.013 4.745 -0.06 -0.04 -0.33
H -0.697 0.342 3.289 0.28 -0.18 0.18
H 0.866 -0.519 3.133 -0.28 0.11 0.23
H -1.052 -2.109 2.983 0.12 0.13 0.36
H 0.523 -2.386 5.602 -0.05 -0.18 -0.27
H -0.308 -3.718 4.740 0.24 0.31 0.00
H 1.094 -2.899 3.984 -0.29 0.01 0.27
H -2.684 -0.818 4.361 0.19 -0.25 0.23
H -2.523 -2.498 4.962 0.14 0.37 0.01
H -1.709 -1.157 5.825 -0.18 -0.11 -0.26
C 1.068 0.160 -1.215 0.11 0.15 0.04
C 0.187 -1.050 -0.935 -0.48 -0.02 -0.04
S 1.114 -2.508 -0.366 0.10 0.03 -0.22
H 1.642 0.434 -0.314 -0.19 -0.09 -0.39
H 0.447 1.022 -1.512 0.25 -0.27 0.07
H 1.777 -0.061 -2.030 -0.24 0.14 0.31
H -0.518 -0.838 -0.109 0.29 -0.10 -0.42
H -0.411 -1.325 -1.825 0.27 0.15 0.50
H 1.871 -2.645 -1.475 -0.13 0.01 0.22

=====

Record 4
24
Properties=species:S:1:pos:R:3:forces:R:3 method="wB97M-V/def2-TZVPD" multiplicity=2 relative_energy_ev=1.864 charge=+1
C 0.945 -2.051 -0.350 -0.38 2.33 1.51
C -0.266 -2.564 0.424 -0.47 0.48 -1.00
C 1.873 -0.276 -2.071 1.79 -0.27 -1.75
S 0.596 -1.484 -2.025 -1.01 -0.06 -0.03
H 1.177 -1.116 0.267 0.37 -1.04 -1.06
H 1.824 -2.684 -0.327 -0.04 -0.33 0.00
H -1.053 -1.765 0.542 0.71 -0.75 -0.51
H 0.105 -2.711 1.428 -0.24 -0.94 0.25
H 2.783 -0.854 -1.868 0.05 0.61 0.77
H 2.150 0.082 -3.087 -0.92 -0.19 0.34
H 1.713 0.600 -1.463 0.06 0.19 0.54
H -0.694 -3.419 -0.130 -0.01 0.09 0.98
C -1.562 1.672 -0.309 -0.31 -0.53 -0.28
C -2.314 1.240 0.950 -0.12 -2.05 1.14
C 0.835 1.730 1.367 -0.80 -0.35 -1.77
S -0.172 2.656 0.141 0.98 0.62 -0.30
H -1.213 0.861 -1.023 -0.03 0.05 1.14
H -2.226 2.211 -0.980 0.30 0.88 0.11
H -2.338 1.847 1.867 0.66 0.59 -0.67
H -1.869 0.274 1.289 -0.58 0.56 -0.20
H 1.761 2.254 1.530 -0.16 0.89 0.58
H 0.127 1.569 2.173 0.58 -0.28 0.48
H 1.207 0.836 0.850 -0.70 -0.27 0.33
H -3.390 1.092 0.805 0.30 -0.21 -0.60

=====

Record 5
24
Properties=species:S:1:pos:R:3:forces:R:3 method="wB97M-V/def2-TZVPD" relative_energy_ev=4.248
C 2.587 -2.177 -0.419 -1.75 1.19 1.97
C -2.693 -0.426 -1.015 -0.16 0.74 -2.33
C -3.856 0.080 1.190 -1.53 -0.41 -4.53
C 2.831 -0.856 0.334 0.25 1.54 0.48
C 2.832 0.369 -0.658 -0.64 0.25 -1.89
C -2.890 0.624 0.051 -0.65 -0.35 0.55
Si 2.866 2.113 0.134 -0.66 -1.09 -0.72
S -1.258 1.052 0.587 0.76 0.04 0.56
H 1.558 -2.083 -0.826 0.79 -0.41 -0.23
H 3.337 -2.353 -1.114 1.13 -0.09 -1.79
H 2.623 -3.030 0.240 -0.22 -0.28 0.46
H -2.969 -1.332 -0.587 0.20 -1.91 0.54
H -3.340 -0.343 -1.906 -0.27 0.44 0.52
H -1.719 -0.447 -1.509 0.25 -0.14 0.54
H -4.094 -1.010 1.008 0.67 1.13 0.71
H -4.831 0.589 1.055 0.50 -0.09 0.47
H -3.376 0.336 2.042 0.87 0.25 3.19
H 2.051 -0.641 1.124 0.47 -0.47 -0.94
H 3.780 -0.795 0.943 -0.66 -0.42 -0.84
H 1.944 0.338 -1.416 0.92 -0.13 1.66
H 3.635 0.353 -1.441 -0.04 -0.37 0.94
H -3.241 1.548 -0.375 -0.59 0.28 -0.22
H 2.519 1.903 1.542 0.35 0.64 0.30
H 3.544 3.238 -0.581 0.01 -0.36 0.61

=====

Record 6
33
Properties=species:S:1:pos:R:3:forces:R:3 method="wB97M-V/def2-TZVPD" relative_energy_ev=5.054 charge=-1
Br 0.135 -0.892 0.287 -1.05 -1.60 2.02
O 3.672 2.339 2.295 -0.53 -1.57 0.43
S 2.853 1.107 2.333 -0.47 1.54 -1.33
O 3.458 -0.196 2.525 -0.39 1.28 0.30
O 1.798 1.307 3.578 -0.18 0.12 -0.36
C 1.142 2.617 3.742 2.60 -0.06 0.88
C 1.864 3.284 4.974 -1.13 0.00 -0.04
C 1.689 0.999 0.879 4.27 2.78 2.28
H 0.078 2.449 3.910 0.18 -0.07 -0.02
H 1.338 3.220 2.856 -0.28 -0.05 -0.06
H 2.939 3.456 4.910 -0.07 -0.51 -0.63
H 1.665 2.696 5.870 0.12 -0.25 -0.05
H 1.458 4.267 5.213 -0.36 0.18 -0.26
H 0.944 0.253 1.155 0.43 1.08 1.16
H 2.331 0.564 0.113 -0.18 0.14 0.06
H 1.328 1.995 0.621 0.00 0.02 0.08
C -0.634 -2.271 -4.494 0.56 -0.06 -1.13
O -0.330 -2.614 -3.176 -1.37 -0.34 2.23
P -1.434 -2.271 -2.004 1.67 -0.76 1.84
O -0.985 -2.628 -0.595 -3.55 -2.79 -5.60
O -1.643 -0.707 -2.335 -1.37 -1.35 0.53
C -0.618 0.245 -2.134 0.76 1.67 -1.46
O -2.806 -2.993 -2.569 2.45 1.29 -0.53
C -4.002 -2.828 -1.909 -2.04 -0.50 1.05
H -0.003 -1.443 -4.815 0.06 0.15 0.04
H -1.667 -1.992 -4.703 -0.09 -0.22 0.26
H -0.335 -3.150 -5.065 -0.29 0.09 -0.42
H -0.374 0.662 -3.112 0.13 -0.23 -0.54
H 0.262 -0.133 -1.613 -0.31 0.17 -0.79
H -0.960 1.131 -1.598 -0.41 -0.45 0.47
H -4.787 -2.444 -2.561 0.19 0.17 -0.32
H -4.030 -2.222 -1.004 0.68 0.31 -0.06
H -4.346 -3.807 -1.574 -0.02 -0.20 -0.02

=====

Record 7
25
Properties=species:S:1:pos:R:3:forces:R:3 method="wB97M-V/def2-TZVPD" multiplicity=2 relative_energy_ev=2.184
C 0.249 0.242 -0.305 -0.15 -1.90 0.64
N 0.287 -1.250 -0.300 0.46 0.50 0.25
C 1.189 -1.708 -1.385 -1.43 -0.20 0.71
C 0.982 -3.195 -1.662 0.49 -0.22 0.83
C -0.245 0.816 1.017 -2.54 0.86 -1.26
N -1.358 -0.097 1.520 0.57 1.14 1.74
C 0.004 3.189 0.117 0.11 1.75 0.57
C -0.963 2.131 0.661 0.79 0.54 -0.06
H 1.223 0.618 -0.575 0.27 0.57 -0.18
H -0.519 0.422 -1.052 0.27 0.73 -0.29
H 0.632 -1.554 0.605 0.30 -0.21 0.00
H 0.836 -1.149 -2.238 0.33 0.30 -0.47
H 2.209 -1.433 -1.117 0.27 -0.10 -0.43
H 0.994 -3.429 -2.720 0.10 -0.07 -0.13
H 0.052 -3.552 -1.218 -0.19 0.27 -0.25
H 1.750 -3.771 -1.143 0.15 -0.13 -0.27
H 0.433 1.029 1.829 0.52 -0.49 -0.03
H -1.402 -0.950 0.969 -0.57 -0.47 -0.27
H -1.169 -0.324 2.542 0.48 -0.72 0.13
H -2.265 0.401 1.764 0.05 -0.30 -1.05
H 1.089 3.072 0.176 -0.12 -0.91 -0.02
H -0.105 4.091 0.732 -0.18 0.01 -0.07
H -0.220 3.552 -0.885 -0.06 -0.39 -0.16
H -1.511 2.528 1.514 0.24 -0.07 0.25
H -1.729 1.986 -0.090 -0.15 -0.49 -0.17

=====

Record 8
25
Properties=species:S:1:pos:R:3:forces:R:3 method="wB97M-V/def2-TZVPD" relative_energy_ev=8.839 charge=+1
C 0.298 1.283 -1.040 0.67 -1.60 -1.59
N 1.625 0.896 -1.096 -0.77 0.72 -0.38
C 2.043 -0.049 1.662 1.03 0.21 -1.02
C 0.872 -0.650 2.408 0.51 -0.33 0.14
C -0.713 0.157 -1.175 0.18 3.89 -2.61
N -1.363 0.316 0.264 0.85 -2.94 -1.97
C -2.764 -0.058 0.149 -2.02 -0.01 0.65
C -0.013 -0.993 -1.969 -0.23 -0.92 1.54
H 0.119 2.039 -1.826 -0.14 0.47 0.20
H 0.251 1.836 -0.068 -0.38 0.58 -0.03
H 2.173 1.736 -1.353 0.29 0.03 1.04
H 2.530 -0.676 0.907 0.02 -0.70 0.70
H 1.792 0.757 0.927 -0.29 0.34 0.52
H 1.098 -0.891 3.451 0.31 0.42 -0.03
H 0.032 0.039 2.416 -0.29 -0.40 -0.10
H 0.685 -1.640 1.998 -0.76 0.17 -0.28
H -1.502 0.471 -1.861 0.02 0.41 -0.04
H 2.838 0.375 2.274 -0.11 0.11 0.09
H -0.902 -0.601 -0.016 -0.02 -1.02 3.70
H -3.192 -0.402 1.097 0.58 0.19 0.24
H -3.435 0.767 -0.120 0.47 0.16 -0.25
H -3.007 -0.889 -0.515 0.43 0.04 -0.40
H 0.928 -1.267 -1.509 0.14 -0.15 0.03
H -0.592 -1.911 -2.029 -0.34 0.12 -0.10
H 0.195 -0.644 -2.978 -0.16 0.19 -0.04

=====

Record 9
25
Properties=species:S:1:pos:R:3:forces:R:3 method="wB97M-V/def2-TZVPD" relative_energy_ev=0.721 charge=+1
C 1.795 1.638 1.118 0.16 -0.21 -0.37
C 1.569 0.192 1.524 -0.04 -0.26 0.15
C -0.466 -0.594 2.499 -0.32 -0.11 0.21
N 0.137 -0.152 1.487 0.44 0.03 -0.04
H 1.710 1.767 0.035 -0.09 0.00 0.13
H 1.083 2.291 1.608 0.01 0.19 0.15
H 2.811 1.925 1.388 -0.07 0.09 0.05
H 2.075 -0.499 0.849 0.00 0.06 -0.09
H 1.957 -0.021 2.520 -0.08 0.11 0.08
H -1.523 -0.840 2.444 0.06 0.03 -0.09
H 0.039 -0.744 3.448 0.11 0.03 0.06
H -0.405 -0.011 0.398 -0.10 0.04 -0.26
C 0.836 -0.830 -2.211 -0.16 -0.08 0.36
C -0.607 -0.969 -1.754 -0.01 0.17 -0.15
N -0.984 0.129 -0.827 -0.25 -0.05 -0.22
C -2.449 0.231 -0.654 0.09 -0.05 0.32
H 1.046 -1.573 -2.971 0.10 -0.04 -0.14
H 1.537 -0.986 -1.389 -0.02 -0.01 -0.01
H 1.018 0.161 -2.620 0.03 0.08 -0.19
H -0.769 -1.909 -1.233 -0.01 -0.12 0.08
H -1.283 -0.961 -2.618 0.09 0.05 0.12
H -0.671 1.000 -1.249 0.10 0.05 0.07
H -2.678 0.992 0.089 0.01 0.07 -0.03
H -2.941 0.483 -1.587 -0.09 0.00 -0.14
H -2.837 -0.720 -0.292 0.02 -0.05 -0.06

=====

Number 1: E -50315.931 eV. Number 2: E -35888.742 eV. Number 3: E -17316.830 eV. Number 4: E -28142.507 eV. Number 5: E -25189.786 eV. Number 6: E -110995.642 eV. Number 7: E -9473.883 eV. Number 8: E -9463.196 eV. Number 9: E -9471.313 eV.